No. 1
DFT (the ωB97M-V functional and the def2-TZVPD basis) results for a cluster of 3 separate species, C7H14O2 in total.

Element x y z (Å)
H  0.5779  -1.9816  1.2411
H  -2.2839  -0.0351  -0.4411
O  1.9961  -1.4655  -1.2382
H  2.4157  -0.5992  -1.3203
C  -0.3178  -0.2246  0.4358
C  0.4978  -0.9221  1.4910
C  0.6255  -1.2982  -1.4269
H  0.8358  1.3875  -2.1078
H  -1.0224  1.4403  2.4453
H  0.5690  2.7694  -0.8844
O  0.3156  -0.8147  -2.7000
H  -2.2678  -0.4262  1.2919
C  0.1516  0.8460  -0.2321
H  0.4508  2.3395  1.9043
C  -0.5247  1.9524  1.6280
C  0.5460  1.7126  -1.1159
H  -1.1775  2.6684  1.1396
C  -1.7739  -0.6009  0.3350
H  1.5029  -0.5138  1.5632
H  0.5803  -1.4709  -3.3669
H  -1.8544  -1.6677  0.1156
H  0.0047  -0.8337  2.4596
H  0.1528  -2.2620  -1.2169

Maximum force = 2.713 eV/A
Kohn-Sham gap (alpha / beta) = 7.41 / 7.27 eV
HOMO (alpha / beta) = -6.672 / -6.537 eV
Energy above the lowest of the compared OMol25 structures with the same formula, charge and spin = 653.2 kJ/mol
Molar mass = 130.187 u

natural (NBO) population analysis, charges in e, atoms 1 to 8:
1 H 0.23
2 H 0.23
3 O -0.74
4 H 0.47
5 C 0.06
6 C -0.65
7 C 0.32
8 H 0.25

=====

No. 2
DFT (the ωB97M-V functional and the def2-TZVPD basis) results for a cluster of 2 separate species, C7H14O2 in total.

Element x y z (Å)
O  -1.4505  -0.4952  0.2444
C  2.5552  0.8157  0.7899
H  0.8861  -1.8845  0.4496
C  -2.6265  0.0243  0.0260
H  -2.5433  2.0502  0.2378
H  2.3308  -1.2575  -1.8391
H  0.2702  -0.8474  -0.7544
H  3.2030  -1.5371  -0.3701
H  3.2463  0.3225  1.4633
H  2.1859  1.2243  -1.2605
C  2.8566  0.5218  -0.6859
H  3.9459  0.6913  -0.9070
H  0.9666  -0.0813  2.0025
H  -3.4311  1.5860  -1.4247
O  -3.6435  -0.6484  0.1480
H  0.3752  0.9865  0.7452
H  -1.3817  1.3184  -1.1727
C  -2.4969  1.2832  -0.6393
H  -1.5750  -1.3955  0.6819
C  1.1071  -0.9387  -0.0113
C  2.4372  -0.9004  -0.8080
H  2.5363  1.8956  1.0560
C  1.1233  0.2071  0.9876

Maximum force = 5.026 eV/A
Kohn-Sham gap = 10.97 eV
HOMO = -10.332 eV
Energy above the lowest of the compared OMol25 structures with the same formula, charge and spin = 130.4 kJ/mol
Molar mass = 130.187 u

natural (NBO) population analysis, charges in e, atoms 1 to 8:
1 O -0.68
2 C -0.40
3 H 0.20
4 C 0.75
5 H 0.25
6 H 0.21
7 H 0.22
8 H 0.19

=====

No. 3
DFT (the ωB97M-V functional and the def2-TZVPD basis) results for a cluster of 2 separate species, C7H14O2Si in total.

Element x y z (Å)
O  0.2723  0.6652  0.4175
H  -2.3122  -1.4006  2.1002
H  4.5567  -0.4488  -0.2181
Si  -2.4926  1.3960  -0.7806
H  -1.6844  -2.3808  -0.0264
H  -1.3154  1.6585  -1.5630
C  -2.5362  -0.3945  1.5768
H  -2.0375  -1.6256  -1.5800
C  -1.9334  -1.4445  -0.4949
H  -3.6736  1.3412  -1.6944
H  3.5906  -0.9250  -1.5432
H  -2.0125  0.4236  2.0140
C  -2.3291  -0.2940  0.1191
H  -2.6771  2.5368  -0.0291
O  0.7938  -1.0670  -0.8754
C  3.5480  -0.6440  -0.5040
H  2.2747  2.0434  1.1384
H  -3.7724  -0.1860  1.7167
C  2.9831  1.4518  0.5682
H  4.0998  1.6074  0.7336
H  3.1449  -1.5052  0.0361
C  1.1502  -0.0086  -0.0940
H  -0.2250  -1.1388  -0.9930
C  2.5875  0.3394  -0.0246

Maximum force = 3.566 eV/A
Kohn-Sham gap = 10.04 eV
HOMO = -9.354 eV
Energy above the lowest of the compared OMol25 structures with the same formula, charge and spin = 437.8 kJ/mol
Molar mass = 158.273 u

natural (NBO) population analysis, charges in e, atoms 1 to 8:
1 O -0.62
2 H 0.22
3 H 0.21
4 Si 0.90
5 H 0.21
6 H -0.16
7 C -0.64
8 H 0.21

=====

No. 4
DFT (the ωB97M-V functional and the def2-TZVPD basis) results for a cluster of 2 separate species, C7H14O3 in total.

Element x y z (Å)
H  0.1920  0.1654  0.2320
O  1.2419  1.2665  -1.5621
H  -2.1144  -1.8078  0.7405
H  -0.6643  -2.1241  -0.2425
C  1.2095  0.0223  -1.0300
H  -2.8979  -0.1203  -1.0130
H  -2.6180  0.6639  1.4138
H  3.2616  0.8377  1.8435
H  2.3304  1.9633  0.7041
O  2.5024  -1.3592  0.5175
C  2.1527  -0.0815  0.3145
H  -1.0101  0.7785  2.1133
H  -1.4874  -0.4947  -1.9779
O  1.2238  -1.0043  -1.7059
C  -1.0899  -1.4948  0.5381
H  -0.5049  -1.6422  1.4465
C  2.6297  0.9675  0.9792
H  -1.5137  1.9351  0.8679
C  -1.8553  0.1528  -1.1839
C  -1.0555  -0.0343  0.0984
H  2.1192  -1.8607  -0.2396
C  -1.5759  0.8967  1.1896
H  -1.8223  1.1868  -1.5221
H  1.3463  1.1873  -2.5222

Maximum force = 5.055 eV/A
Kohn-Sham gap = 9.59 eV
HOMO = -9.072 eV
Energy above the lowest of the compared OMol25 structures with the same formula, charge and spin = 248.0 kJ/mol
Molar mass = 146.186 u

natural (NBO) population analysis, charges in e, atoms 1 to 8:
1 H 0.23
2 O -0.69
3 H 0.21
4 H 0.22
5 C 0.72
6 H 0.22
7 H 0.21
8 H 0.22